Entry 1:
{"formula": "C35H40N2O3PtSSb2", "method": "ωB97M-V/def2-TZVPD", "spin_multiplicity": 5, "orbital_gap_ev": [7.2, 6.0], "species": ["Pt", "O", "C", "C", "O", "O", "C", "C", "C", "C", "C", "C", "C", "C", "C", "C", "C", "C", "H", "H", "H", "H", "H", "H", "H", "H", "H", "H", "H", "C", "Sb", "C", "C", "C", "C", "C", "C", "C", "C", "C", "Sb", "C", "C", "H", "H", "H", "H", "H", "H", "H", "H", "H", "H", "H", "H", "H", "H", "H", "H", "H", "H", "H", "H", "C", "C", "C", "C", "C", "C", "C", "C", "N", "H", "H", "H", "H", "H", "H", "H", "H", "H", "S", "C", "N"], "positions_angstrom": [[0.10171, -0.16617, -0.91014], [-1.53096, 1.86591, 0.85357], [-2.87404, 2.08540, 0.94815], [-3.67648, 1.27142, -1.22659], [-4.73319, 1.75878, -1.25505], [-2.73157, 0.63504, -1.48486], [-3.21369, 3.49455, 0.89198], [-2.21591, 4.47417, 0.79340], [-2.55900, 5.81421, 0.77410], [-3.88936, 6.20219, 0.84593], [-4.88680, 5.23846, 0.94084], [-4.55676, 3.89695, 0.96219], [-3.54919, 1.18655, 1.93597], [-3.02956, 1.20334, 3.23603], [-3.54488, 0.37465, 4.21746], [-4.58832, -0.49191, 3.91837], [-5.11434, -0.51214, 2.63791], [-4.60140, 0.32154, 1.65149], [-1.33449, 0.91991, 0.92077], [-1.17975, 4.17781, 0.71875], [-1.78026, 6.56168, 0.69286], [-4.15058, 7.25233, 0.82127], [-5.92604, 5.53685, 0.99162], [-5.33404, 3.14725, 1.02810], [-2.21976, 1.88435, 3.46831], [-3.13348, 0.40512, 5.21845], [-4.98979, -1.14530, 4.68212], [-5.92953, -1.18238, 2.39640], [-5.03880, 0.29627, 0.66290], [1.66536, -2.97708, -4.75555], [1.39146, -1.58014, -3.13180], [2.52529, 0.02282, -3.97178], [2.92250, -2.44389, -1.82197], [4.25043, -1.77182, -1.94305], [5.02859, -1.99974, -3.07888], [6.22318, -1.33473, -3.29310], [6.66946, -0.41350, -2.35837], [5.92932, -0.20265, -1.20755], [4.73163, -0.87795, -0.96838], [4.03506, -0.65397, 0.33997], [2.36287, 0.72793, 0.32445], [3.33069, 2.36640, -0.62689], [2.57533, 1.32388, 2.37399], [2.69971, -2.95916, -5.09794], [1.01241, -2.70618, -5.58401], [1.40652, -3.98113, -4.42136], [3.32600, -0.35855, -4.60279], [2.95363, 0.62159, -3.16970], [1.85629, 0.65888, -4.54963], [2.97774, -3.50147, -2.08658], [2.51503, -2.37224, -0.81550], [4.67705, -2.71522, -3.81430], [6.80082, -1.53276, -4.18689], [7.59563, 0.12409, -2.51430], [6.29462, 0.49154, -0.45857], [4.73502, -0.22320, 1.05783], [3.66901, -1.58949, 0.76541], [4.11465, 2.75050, 0.02556], [2.60849, 3.14999, -0.84900], [3.77575, 2.02284, -1.55942], [3.61991, 1.57349, 2.55980], [2.27406, 0.51475, 3.03704], [1.95282, 2.19455, 2.57461], [-2.85493, -2.64617, -0.77538], [-2.17552, -3.15659, 0.45487], [-2.72186, -4.17024, 1.21789], [-2.09337, -4.62765, 2.37135], [-0.88859, -4.06840, 2.78605], [-0.29245, -3.05417, 2.06612], [1.00784, -2.44065, 2.48652], [-0.93647, -2.58452, 0.88083], [-0.36175, -1.61981, 0.18166], [-3.64074, -3.33073, -1.09131], [-2.14925, -2.50898, -1.59662], [-3.30398, -1.66848, -0.58940], [-3.65879, -4.61459, 0.90410], [-2.54313, -5.42403, 2.94982], [-0.40762, -4.42966, 3.68714], [1.28983, -2.77118, 3.48501], [0.94097, -1.35069, 2.48318], [1.81043, -2.71647, 1.79625], [0.09255, 4.16306, -2.84599], [0.22782, 2.64014, -2.35884], [0.36294, 1.52459, -2.01698]]}



Entry 2:
{"formula": "C35H40N2O6S", "method": "ωB97M-V/def2-TZVPD", "spin_multiplicity": 1, "orbital_gap_ev": 7.2, "species": ["C", "N", "C", "O", "C", "C", "C", "C", "C", "C", "C", "C", "N", "C", "C", "C", "C", "C", "C", "C", "C", "C", "C", "C", "C", "C", "C", "H", "H", "H", "H", "H", "H", "H", "H", "H", "H", "H", "H", "H", "H", "H", "H", "H", "H", "H", "H", "H", "H", "H", "H", "H", "H", "H", "C", "C", "O", "C", "C", "O", "C", "S", "C", "C", "C", "C", "C", "C", "O", "O", "O", "H", "H", "H", "H", "H", "H", "H", "H", "H", "H", "H", "H", "H"], "positions_angstrom": [[3.74435, 3.49475, 2.68847], [3.19655, 2.59031, 1.70004], [4.03037, 1.79730, 0.95821], [5.25779, 1.87657, 0.92615], [3.15888, 0.83909, 0.15050], [3.45286, -0.63053, 0.43526], [3.28782, -0.97285, 1.88508], [4.26138, -0.58042, 2.81291], [4.07664, -0.86027, 4.16288], [2.92614, -1.54097, 4.58082], [1.96588, -1.95498, 3.64825], [2.15346, -1.67867, 2.29759], [1.83979, 1.27033, 0.50491], [0.75129, 0.73863, -0.10691], [-0.50326, 0.50221, 0.42698], [-1.50395, -0.27584, -0.29625], [-2.82043, -0.21618, 0.45546], [-3.91652, -0.78862, -0.20927], [-5.21836, -0.58548, 0.22938], [-5.48009, 0.17615, 1.36759], [-4.41346, 0.69021, 2.08756], [-3.10850, 0.46831, 1.69197], [1.79431, 2.22507, 1.60953], [1.35293, 1.59347, 2.94122], [0.82216, 2.77162, 3.74627], [0.47794, 3.91303, 2.75325], [0.91308, 3.47404, 1.35759], [4.71989, 3.83811, 2.32836], [3.08624, 4.35655, 2.82830], [3.91036, 3.01964, 3.67018], [3.36393, 1.03841, -0.91212], [2.76991, -1.25198, -0.14864], [4.49220, -0.82418, 0.12148], [5.14931, -0.04514, 2.45858], [4.83146, -0.53592, 4.88491], [2.77664, -1.75079, 5.63845], [1.06516, -2.48765, 3.96330], [1.42340, -1.99507, 1.54141], [0.83324, 0.47360, -1.16265], [-0.82208, 1.06588, 1.36215], [-1.63260, 0.15686, -1.66085], [-3.68467, -1.41382, -1.08674], [-6.00734, -1.05173, -0.35263], [-6.48988, 0.32666, 1.67843], [-4.59172, 1.25575, 2.98389], [-2.30865, 0.85246, 2.33500], [0.60139, 0.82225, 2.74594], [2.21836, 1.08897, 3.39354], [-0.06419, 2.47905, 4.31886], [1.58892, 3.09093, 4.46435], [-0.60574, 4.07199, 2.74775], [0.93941, 4.86587, 3.04496], [1.48835, 4.22482, 0.79583], [0.04788, 3.17838, 0.75410], [2.70369, -1.90457, -4.18545], [2.41367, -2.19286, -2.73409], [1.14198, -1.38494, -2.52951], [0.39016, -1.74526, -1.43872], [-1.12329, -1.36610, -1.53329], [-1.95226, -2.41857, -1.32802], [-1.67675, -3.74331, -1.91617], [-1.25828, -0.90980, -3.52929], [-2.98767, -0.56338, -3.93199], [-3.64798, -1.41202, -4.82634], [-5.03413, -1.28025, -4.99905], [-5.74128, -0.32078, -4.26090], [-5.06516, 0.54089, -3.38964], [-3.67880, 0.44188, -3.24991], [-0.54773, 0.38792, -3.57438], [-0.87189, -1.99757, -4.38103], [0.78640, -2.53128, -0.55721], [3.66631, -2.34177, -4.49230], [1.91030, -2.34824, -4.81739], [2.73032, -0.81199, -4.34019], [2.20517, -3.26414, -2.53875], [3.16337, -1.79358, -2.02992], [-2.56242, -4.32463, -1.67942], [-1.54315, -3.75906, -2.99882], [-0.80762, -4.20587, -1.44336], [-3.07976, -2.17439, -5.36517], [-5.54682, -1.93448, -5.71020], [-6.82332, -0.24327, -4.36780], [-5.61220, 1.28692, -2.80327], [-3.14909, 1.12840, -2.58999]]}